[1]
{
  "formula": "C4H2NO2",
  "method": "ωB97M-V with the def2-TZVPD basis set",
  "total_charge": -1,
  "multiplicity": 1,
  "orbital_gap_ev": 7.8139,
  "homo_ha": -0.137,
  "e_lumo_ev": 4.08,
  "de_lowest_ev": 0.683,
  "energy_ha": -358.786633,
  "symbols": ["C", "C", "C", "C", "N", "O", "O", "H", "H"],
  "positions_angstrom": [[0.4870, -0.4225, 0.9427], [-0.3223, -0.3542, -0.2170], [0.2432, 0.5028, 2.1938], [-0.5599, 0.6739, -1.3015], [1.4085, 0.5736, 1.6087], [0.3662, 1.3685, -1.7151], [-0.8510, -1.4184, -0.6538], [0.6910, -1.4768, 1.0736], [-1.4627, 0.5530, -1.9315]]
}

[2]
{
  "formula": "C14H17Cl25N2O2PS",
  "method": "ωB97M-V with the def2-TZVPD basis set",
  "total_charge": -1,
  "multiplicity": 1,
  "orbital_gap_ev": 4.8394,
  "homo_ha": -0.114,
  "e_lumo_ev": 1.73,
  "de_lowest_ev": 3.062,
  "energy_ha": -13047.807986,
  "symbols": ["C", "C", "C", "C", "S", "C", "N", "N", "C", "O", "P", "O", "Cl", "H", "H", "H", "H", "H", "H", "H", "H", "H", "C", "Cl", "Cl", "Cl", "H", "C", "Cl", "Cl", "Cl", "H", "C", "Cl", "Cl", "Cl", "H", "C", "Cl", "Cl", "Cl", "H", "C", "Cl", "Cl", "Cl", "H", "C", "Cl", "Cl", "Cl", "H", "C", "Cl", "Cl", "Cl", "H", "C", "Cl", "Cl", "Cl", "H"],
  "positions_angstrom": [[1.7224, -2.5769, 1.7464], [0.1810, -2.4116, 1.2194], [-0.0011, -3.5614, 0.1166], [-1.5272, -4.0283, -0.1183], [-2.6068, -2.7418, -0.9282], [-3.3193, -1.8000, 0.5237], [-3.1420, -0.4172, 0.8131], [-3.8128, -0.2168, 1.9864], [-4.3938, -1.4620, 2.4055], [-4.1065, -2.5259, 1.4909], [0.1200, -0.6773, 0.4949], [1.6005, 0.1264, 0.9997], [0.1901, -0.6666, -1.6453], [1.9349, -1.8774, 2.6292], [1.9670, -3.6646, 2.0261], [2.4845, -2.2705, 0.9248], [0.5409, -4.4939, 0.5333], [0.5331, -3.3437, -0.8891], [-1.5433, -5.0027, -0.7401], [-1.9740, -4.2534, 0.9218], [-4.9813, -1.4917, 3.3760], [1.6154, 0.9376, 0.4358], [5.2999, -0.9700, 1.7915], [4.8407, -2.2216, 0.6247], [5.0943, 0.6412, 1.0885], [4.3637, -1.1202, 3.2835], [6.3514, -1.1033, 2.0366], [-0.5405, 0.8446, -5.0511], [-1.5364, 0.6174, -6.4977], [0.5716, -0.5112, -4.8399], [0.3502, 2.3716, -5.1436], [-1.1977, 0.8828, -4.1862], [-3.2045, 4.1281, -3.1383], [-4.2075, 3.9004, -4.5792], [-2.0990, 2.7651, -2.9283], [-2.3049, 5.6488, -3.2409], [-3.8585, 4.1752, -2.2699], [-5.0114, -6.3571, 1.9203], [-3.4030, -7.0680, 1.7611], [-4.9037, -4.5945, 1.8493], [-6.0914, -6.9651, 0.6543], [-5.4214, -6.6450, 2.8867], [0.0038, 3.5680, 1.4069], [-0.2458, 2.2275, 0.2822], [1.2052, 4.7042, 0.7691], [-1.5252, 4.3996, 1.7342], [0.3805, 3.1622, 2.3441], [3.6585, 7.7176, 2.5608], [3.9831, 5.9793, 2.5421], [2.6010, 8.1657, 1.2155], [2.9399, 8.2007, 4.1047], [4.6038, 8.2437, 2.4437], [-0.2480, -8.1679, -0.3755], [-0.8353, -9.2761, 0.8767], [-1.6009, -7.3118, -1.1353], [0.9095, -7.0220, 0.3081], [0.2602, -8.7525, -1.1396], [3.9152, 8.8043, -2.5582], [5.2059, 8.9850, -1.3603], [2.8125, 7.5018, -2.0948], [3.0334, 10.3260, -2.7558], [4.3688, 8.5453, -3.5127]]
}

[3]
{
  "formula": "C21H19N3O4",
  "method": "ωB97M-V with the def2-TZVPD basis set",
  "multiplicity": 1,
  "orbital_gap_ev": 6.0356,
  "homo_ha": -0.276,
  "e_lumo_ev": -1.48,
  "de_lowest_ev": 1.940,
  "energy_ha": -1276.865277,
  "symbols": ["C", "O", "C", "C", "C", "C", "C", "C", "C", "C", "C", "C", "C", "C", "N", "C", "C", "C", "C", "H", "H", "H", "H", "H", "H", "H", "H", "H", "H", "H", "H", "H", "H", "H", "H", "C", "C", "O", "N", "C", "O", "N", "C", "O", "H", "H", "H"],
  "positions_angstrom": [[6.0354, -1.5468, 0.7774], [5.4766, -0.3978, 1.4654], [4.1525, -0.1547, 1.2723], [3.3427, -0.9781, 0.4518], [1.9929, -0.6930, 0.3129], [1.4301, 0.4854, 0.8529], [0.0412, 0.8170, 0.6391], [-0.9817, -0.1007, 0.8639], [-2.4179, 0.1912, 0.8628], [-3.1613, 1.3492, 0.7500], [-4.5572, 1.2711, 0.8442], [-5.2090, 0.0442, 1.0385], [-4.4659, -1.1294, 1.1949], [-3.0881, -1.0180, 1.1434], [-2.1196, -2.0152, 1.3251], [-2.3553, -3.4182, 1.6098], [-0.8845, -1.4848, 1.1663], [2.2712, 1.3261, 1.6294], [3.5847, 1.0018, 1.8734], [7.0726, -1.5800, 1.1050], [5.5133, -2.4709, 1.0620], [5.9798, -1.4101, -0.3112], [3.7742, -1.8429, -0.0660], [1.3663, -1.3951, -0.2375], [-0.2569, 1.8683, 0.6177], [-2.6363, 2.2925, 0.5959], [-5.1496, 2.1741, 0.7316], [-6.2946, 0.0118, 1.0695], [-4.9254, -2.1002, 1.3441], [-3.4301, -3.6102, 1.6108], [-1.8697, -4.0396, 0.8422], [-1.9318, -3.6975, 2.5867], [0.0031, -2.0738, 1.3612], [1.8321, 2.2116, 2.0908], [4.2199, 1.6098, 2.5135], [0.0500, 0.8410, -1.9356], [-1.2788, 1.0030, -2.4560], [-2.2719, 0.3125, -2.1615], [-1.4472, 2.0241, -3.3977], [-0.4597, 2.7816, -4.0258], [-0.6917, 3.6629, -4.8364], [0.8150, 2.3974, -3.6199], [1.1492, 1.4270, -2.6592], [2.3453, 1.1302, -2.5237], [0.2566, -0.1576, -1.5659], [-2.3898, 2.2048, -3.7147], [1.5695, 2.8762, -4.0935]]
}

[4]
{
  "formula": "C5H6N2S",
  "method": "ωB97M-V with the def2-TZVPD basis set",
  "smiles": "C=C(C)c1ncns1",
  "multiplicity": 1,
  "orbital_gap_ev": 9.3048,
  "homo_ha": -0.340,
  "e_lumo_ev": 0.06,
  "de_lowest_ev": 1.716,
  "energy_ha": -701.775899,
  "symbols": ["C", "C", "C", "C", "N", "C", "N", "S", "H", "H", "H", "H", "H", "H"],
  "positions_angstrom": [[0.8320, 1.0905, -0.4538], [0.0801, 0.0303, -0.1362], [0.7233, -1.3134, 0.3607], [-1.3859, 0.2706, -0.0396], [-2.0314, 1.3512, -0.1211], [-3.3418, 1.1244, 0.1202], [-3.7458, -0.0957, 0.4029], [-2.4712, -1.1629, 0.2559], [1.8483, 0.9369, -0.2359], [0.5218, 2.0734, -0.8691], [1.3741, -1.6747, -0.5279], [1.2120, -1.3340, 1.3383], [-0.0990, -2.1860, 0.5097], [-4.0585, 1.9115, 0.0855]]
}

[5]
{
  "formula": "C4H11NOS2",
  "method": "ωB97M-V with the def2-TZVPD basis set",
  "smiles": "CN[C@@H](CO)CSS",
  "multiplicity": 1,
  "orbital_gap_ev": 9.4390,
  "homo_ha": -0.330,
  "e_lumo_ev": 0.47,
  "de_lowest_ev": 2.653,
  "energy_ha": -1085.306990,
  "symbols": ["C", "N", "C", "C", "O", "C", "S", "S", "H", "H", "H", "H", "H", "H", "H", "H", "H", "H", "H"],
  "positions_angstrom": [[-1.9186, 0.1714, 1.3247], [-1.6234, -0.3039, -0.0556], [-0.2414, 0.1218, -0.4820], [-0.0743, 1.6450, -0.1565], [0.7727, 2.1668, -1.1315], [0.6749, -1.0032, 0.0426], [2.3360, -0.7524, -0.7951], [3.5672, -2.3002, -0.4455], [-1.3940, -0.4752, 2.0164], [-2.9588, 0.2101, 1.4912], [-1.5741, 1.1980, 1.4573], [-2.3717, 0.1721, -0.7027], [-0.2483, 0.0497, -1.5812], [-0.9966, 2.2785, -0.1082], [0.3642, 1.7942, 0.8788], [1.5592, 1.5843, -1.1651], [0.7873, -1.1480, 1.0376], [0.2418, -1.9798, -0.5108], [3.0980, -3.4293, -1.1145]]
}

[6]
{
  "formula": "C32H26Br2IrN10",
  "method": "ωB97M-V with the def2-TZVPD basis set",
  "total_charge": 4,
  "multiplicity": 2,
  "s_squared": 0.771,
  "orbital_gap_ev": [6.4582, 4.9191],
  "homo_ha": [-0.689, -0.689],
  "e_lumo_ev": [-12.28, -13.82],
  "de_lowest_ev": 0.000,
  "energy_ha": -7033.520032,
  "symbols": ["Ir", "Br", "C", "C", "C", "N", "C", "C", "C", "C", "C", "Br", "C", "C", "N", "H", "H", "H", "H", "H", "H", "C", "C", "C", "C", "C", "C", "N", "N", "C", "C", "C", "C", "C", "N", "H", "H", "H", "H", "H", "H", "H", "H", "H", "C", "C", "N", "C", "C", "N", "C", "N", "N", "N", "C", "C", "C", "C", "C", "C", "H", "H", "H", "H", "H", "H", "H", "H", "H", "H", "H"],
  "positions_angstrom": [[-0.1014, 0.1213, 0.5125], [6.3480, 1.4783, 1.3059], [4.5811, 1.0055, 1.0525], [4.0996, 0.6803, -0.2231], [2.7652, 0.3590, -0.3647], [1.9223, 0.3524, 0.6757], [2.3682, 0.6599, 1.8980], [3.6916, 0.9847, 2.1315], [1.3011, 0.6590, 2.8935], [1.4830, 0.8873, 4.2404], [0.3724, 0.9062, 5.0951], [0.5919, 1.2103, 6.8980], [-0.8984, 0.6940, 4.5524], [-1.0152, 0.4483, 3.2035], [0.0541, 0.4233, 2.3922], [4.7488, 0.6977, -1.0870], [2.3493, 0.1079, -1.3345], [4.0401, 1.2426, 3.1210], [2.4686, 1.0483, 4.6509], [-1.7832, 0.7162, 5.1735], [-1.9782, 0.2618, 2.7506], [-4.9696, -2.9369, 0.2950], [-3.7436, -3.0982, 0.9317], [-2.8080, -2.0741, 0.8951], [-3.1232, -0.8872, 0.2390], [-4.3545, -0.7134, -0.3868], [-5.2754, -1.7479, -0.3584], [-2.1734, 0.1992, 0.2840], [-2.6580, 1.3575, 0.0790], [-1.7250, 2.4242, 0.0549], [-2.1816, 3.7088, -0.1878], [-1.2447, 4.7348, -0.2735], [0.0912, 4.4334, -0.0870], [0.4697, 3.1163, 0.1825], [-0.4217, 2.1278, 0.2487], [-5.6949, -3.7400, 0.3139], [-3.5308, -4.0121, 1.4682], [-1.8640, -2.1776, 1.4141], [-4.5804, 0.2134, -0.8947], [-6.2363, -1.6242, -0.8392], [-3.2414, 3.8760, -0.3185], [-1.5584, 5.7475, -0.4870], [0.8498, 5.2014, -0.1396], [1.5038, 2.8574, 0.3552], [1.3103, -2.8424, 2.2319], [0.8236, -2.9110, 0.8319], [0.2215, -1.9284, 0.1712], [-0.0975, -2.4086, -1.0890], [0.2902, -3.7002, -1.1752], [0.8582, -4.0183, 0.0357], [1.2992, -5.3557, 0.4130], [2.7357, -5.5554, 0.4511], [3.4174, -5.2053, 1.6130], [4.6240, -5.5494, 1.5320], [4.8279, -6.1752, 0.3145], [5.9504, -6.8077, -0.1827], [5.8465, -7.3694, -1.4783], [4.6327, -7.3259, -2.2066], [3.5010, -6.7023, -1.7003], [3.5981, -6.1636, -0.3978], [0.7418, -2.0932, 2.7770], [2.3693, -2.5818, 2.2683], [1.2037, -3.7954, 2.7453], [-0.6276, -1.8197, -1.8218], [0.1637, -4.4208, -1.9634], [0.8748, -6.0747, -0.2867], [0.9167, -5.5784, 1.4089], [6.8456, -6.9285, 0.4133], [6.7178, -7.8459, -1.9082], [4.5870, -7.7714, -3.1916], [2.6126, -6.5974, -2.3074]]
}